[1]
The following is a quantum chemistry calculation of a cluster of 2 separate species, C3H10NOS in total, from the Open Molecules 2025 dataset.

Cartesian coordinates (Å):
C: 0.591 0.253 0.852
C: -0.752 0.223 0.085
S: -1.379 -1.461 -0.250
C: 1.651 -0.447 -0.123
N: 2.972 0.003 0.093
H: 0.570 -0.311 1.861
H: 0.928 1.286 0.795
H: -0.687 0.997 -0.704
H: -1.514 0.503 0.853
H: 1.261 -0.254 -1.164
H: 1.585 -1.551 0.012
H: 3.192 -0.112 1.073
H: 3.461 -0.633 -0.449
H: -4.384 -0.123 -0.980
H: -3.289 0.783 -0.862
O: -4.205 0.845 -1.090

For the molecular weight, the calculation gives 108.2 g mol⁻¹. The energy is -17646.1804 eV. Its charge is -1. The calculation puts the energy above the lowest of the compared OMol25 structures with the same formula, charge and spin at 1.262 eV. As for the HOMO energy: -2.53 eV. The HOMO-LUMO gap is 6.504 eV.

***

[2]
The following is a quantum chemistry calculation of the ion C3H10NOSi2 with charge +1, from the Open Molecules 2025 dataset.

Cartesian coordinates (Å):
O: 1.872 -1.421 -2.686
C: 1.360 -1.242 -1.615
Si: 2.143 0.224 -0.586
C: 0.679 0.553 0.694
N: -0.695 0.870 0.367
C: -1.803 0.672 1.360
Si: -1.991 -0.688 0.127
H: 0.507 -1.873 -1.389
H: 3.243 -0.254 0.366
H: 2.490 1.328 -1.653
H: 1.061 1.138 1.490
H: 0.560 -0.472 1.141
H: -0.859 1.768 -0.109
H: -1.653 0.381 2.416
H: -2.604 1.446 1.188
H: -2.149 -0.378 -1.416
H: -2.160 -2.054 0.305

For the molecular weight, the calculation gives 132.3 g mol⁻¹. The energy is -22555.0829 eV. Its charge is +1. The calculation puts the energy above the lowest of the compared OMol25 structures with the same formula, charge and spin at 1.344 eV. As for the SMILES: O=C[SiH2]C[N@@H+]1C[SiH2]1. As for the HOMO energy: -12.77 eV. The HOMO-LUMO gap is 7.455 eV.

***

[3]
The following is a quantum chemistry calculation of an isolated molecule of C3H10NP, from the Open Molecules 2025 dataset.

Cartesian coordinates (Å):
C: -1.001 1.248 0.585
C: -0.247 0.239 -0.167
C: -0.901 -1.133 -0.282
N: 1.071 -0.111 0.646
P: 2.553 -0.225 -0.238
H: -1.060 1.128 1.640
H: -0.585 2.270 0.312
H: -2.011 1.212 0.230
H: 0.054 0.464 -1.218
H: -1.748 -1.185 -0.894
H: -1.178 -1.463 0.769
H: -0.129 -1.777 -0.684
H: 0.963 -0.877 1.280
H: 1.982 -0.849 -1.363
H: 2.237 1.059 -0.616

For the molecular weight, the calculation gives 91.1 g mol⁻¹. The energy is -14050.8442 eV. Its charge is 0. The calculation puts the energy above the lowest of the compared OMol25 structures with the same formula, charge and spin at 1.385 eV. As for the SMILES: CC(C)NP. As for the HOMO energy: -8.95 eV. The HOMO-LUMO gap is 10.005 eV.

***

[4]
The following is a quantum chemistry calculation of a cluster of 2 separate species, C3H10NP in total, from the Open Molecules 2025 dataset.

Cartesian coordinates (Å):
C: -1.937 1.497 -0.364
N: -0.970 1.121 0.407
C: -0.730 -0.266 0.817
C: -1.133 -1.277 -0.178
H: -1.822 2.474 -0.891
H: -2.659 0.883 -0.986
H: -1.350 -0.547 1.704
H: 0.360 -0.444 1.095
H: -0.716 -1.209 -1.232
H: -0.735 -2.331 0.050
H: -2.277 -1.352 -0.268
P: 3.748 -0.170 0.103
H: 4.107 1.246 0.327
H: 2.413 0.092 0.604
H: 3.700 0.282 -1.188

For the molecular weight, the calculation gives 91.1 g mol⁻¹. The energy is -14049.2772 eV. Its charge is 0. The calculation puts the energy above the lowest of the compared OMol25 structures with the same formula, charge and spin at 2.952 eV. As for the SMILES: C=NCC.P. As for the HOMO energy: -9.42 eV. The HOMO-LUMO gap is 10.334 eV.

***

[5]
The following is a quantum chemistry calculation of a cluster of 2 separate species, C3H10NS in total, from the Open Molecules 2025 dataset.

Cartesian coordinates (Å):
C: -2.728 -1.642 0.227
S: -2.283 -0.693 -1.304
H: -3.753 -1.416 0.659
H: -1.860 -1.517 0.861
H: -2.819 -2.858 0.139
C: 2.366 1.254 -0.590
N: 1.462 0.098 -0.122
C: 0.333 0.510 0.690
H: 1.930 1.985 -1.346
H: 3.239 0.697 -0.855
H: 2.746 1.987 0.154
H: 1.247 -0.152 -1.061
H: -0.414 1.091 0.072
H: -0.315 -0.363 0.925
H: 0.849 1.020 1.553

For the molecular weight, the calculation gives 92.2 g mol⁻¹. The energy is -15597.4741 eV. Its charge is -1. The calculation puts the energy above the lowest of the compared OMol25 structures with the same formula, charge and spin at 2.327 eV. As for the HOMO energy: -2.29 eV. The HOMO-LUMO gap is 6.056 eV.

***

[6]
The following is a quantum chemistry calculation of a cluster of 2 separate species, C3H10NS in total, from the Open Molecules 2025 dataset.

Cartesian coordinates (Å):
C: -1.362 0.838 1.355
N: -1.935 -0.439 0.909
C: -1.339 -0.940 -0.367
H: -0.304 0.758 1.565
H: -1.363 1.689 0.644
H: -1.876 1.182 2.288
H: -2.928 -0.330 0.734
H: -1.633 -0.376 -1.215
H: -1.664 -1.961 -0.506
H: -0.224 -1.020 -0.245
C: 3.013 0.078 -1.139
S: 1.581 0.625 -0.098
H: 3.833 0.762 -0.942
H: 3.452 -0.845 -0.797
H: 2.750 -0.020 -2.187

For the molecular weight, the calculation gives 92.2 g mol⁻¹. The energy is -15598.2927 eV. Its charge is -1. The calculation puts the energy above the lowest of the compared OMol25 structures with the same formula, charge and spin at 1.509 eV. As for the HOMO energy: -2.17 eV. The HOMO-LUMO gap is 6.389 eV.

***

[7]
The following is a quantum chemistry calculation of a cluster of 2 separate species, C3H10NS in total, from the Open Molecules 2025 dataset.

Cartesian coordinates (Å):
C: 0.332 1.624 0.478
C: 0.955 1.191 -0.857
C: 1.023 -0.374 -1.111
S: -0.410 -1.277 -0.568
N: -1.126 1.692 0.413
H: 0.701 2.638 0.760
H: 0.571 0.975 1.330
H: 0.268 1.478 -1.645
H: 1.862 1.734 -1.082
H: 1.179 -0.478 -2.206
H: 1.943 -0.732 -0.632
H: -2.367 -5.806 1.634
H: -1.490 2.090 1.271
H: -1.501 0.815 0.023
H: -1.939 -5.569 2.193

For the molecular weight, the calculation gives 92.2 g mol⁻¹. The energy is -15595.8753 eV. Its charge is 0. As for the multiplicity: 2. The calculation puts the energy above the lowest of the compared OMol25 structures with the same formula, charge and spin at 1.237 eV. As for the HOMO energy (alpha / beta): -8.65 / -8.58 eV. The HOMO-LUMO gap (alpha / beta) is 9.724 / 6.468 eV.

***

[8]
The following is a quantum chemistry calculation of the ion C3H10NS with charge +1, from the Open Molecules 2025 dataset.

Cartesian coordinates (Å):
C: -0.756 0.816 1.102
N: -1.176 1.929 0.420
H: -1.455 -0.019 1.100
H: -0.471 0.991 2.140
H: -1.076 2.820 0.898
H: -2.028 1.805 -0.089
C: 1.423 -1.822 0.184
S: 0.856 -0.052 0.291
C: 0.098 -0.030 -1.366
H: 1.474 -2.064 -0.912
H: 2.479 -1.861 0.472
H: 0.832 -2.565 0.754
H: -0.330 1.011 -1.542
H: -0.752 -0.697 -1.404
H: 0.881 -0.263 -2.048

For the molecular weight, the calculation gives 92.2 g mol⁻¹. The energy is -15590.6050 eV. Its charge is +1. The calculation puts the energy above the lowest of the compared OMol25 structures with the same formula, charge and spin at 1.497 eV. As for the HOMO energy: -14.41 eV. The HOMO-LUMO gap is 10.158 eV.

***

[9]
The following is a quantum chemistry calculation of a cluster of 2 separate species, C3H10NS in total, from the Open Molecules 2025 dataset.

Cartesian coordinates (Å):
C: 0.301 0.782 -1.326
C: -0.008 0.879 1.100
C: -1.253 -1.965 -0.155
N: 0.535 0.175 -0.037
S: 2.059 -0.561 0.106
H: 0.653 0.123 -2.118
H: -0.761 0.970 -1.461
H: 0.831 1.736 -1.416
H: -1.030 1.186 0.877
H: -0.020 0.235 1.978
H: 0.574 1.775 1.336
H: -2.040 -1.440 -0.660
H: -0.538 -2.517 -0.733
H: -1.312 -2.114 0.906
H: 2.008 -0.748 1.440

For the molecular weight, the calculation gives 92.2 g mol⁻¹. The energy is -15587.9994 eV. Its charge is +1. The calculation puts the energy above the lowest of the compared OMol25 structures with the same formula, charge and spin at 4.102 eV. As for the HOMO energy (alpha / beta): -13.11 / -14.37 eV. The HOMO-LUMO gap (alpha / beta) is 6.158 / 9.846 eV.

***

[10]
The following is a quantum chemistry calculation of the ion C3H10NS2 with charge +1, from the Open Molecules 2025 dataset.

Cartesian coordinates (Å):
C: 2.773 0.498 0.093
S: 1.218 -0.367 -0.409
S: -0.115 1.165 -0.330
C: -1.467 0.608 0.747
C: -1.654 -0.884 0.769
N: -2.085 -1.445 -0.593
H: 2.618 1.038 1.024
H: 3.485 -0.317 0.157
H: 2.929 1.234 -0.687
H: -1.276 0.857 1.793
H: -2.359 1.112 0.387
H: -2.404 -1.251 1.460
H: -0.720 -1.397 0.978
H: -1.388 -1.485 -1.344
H: -2.608 -2.310 -0.486
H: -2.710 -0.736 -0.997

For the molecular weight, the calculation gives 124.3 g mol⁻¹. The energy is -26427.0027 eV. Its charge is +1. The calculation puts the energy above the lowest of the compared OMol25 structures with the same formula, charge and spin at 0.547 eV. As for the SMILES: CSSCC[NH3+]. As for the HOMO energy: -12.24 eV. The HOMO-LUMO gap is 8.590 eV.

***

[11]
The following is a quantum chemistry calculation of the ion C3H10NS2 with charge +1, from the Open Molecules 2025 dataset.

Cartesian coordinates (Å):
C: -0.494 0.552 1.394
N: -0.356 0.459 -0.078
C: -1.596 0.115 -0.859
C: 0.880 -0.268 -0.549
S: 0.892 -1.894 0.257
S: 2.474 0.801 -0.358
H: -0.140 -0.443 1.620
H: 0.092 1.306 1.967
H: -1.531 0.673 1.649
H: 0.038 1.352 -0.375
H: -1.873 -0.847 -0.591
H: -2.451 0.798 -0.764
H: -1.268 0.158 -1.963
H: 0.770 -0.295 -1.665
H: 1.560 -2.955 -0.528
H: 3.004 0.488 0.843

For the molecular weight, the calculation gives 124.3 g mol⁻¹. The energy is -26425.1941 eV. Its charge is +1. The calculation puts the energy above the lowest of the compared OMol25 structures with the same formula, charge and spin at 2.355 eV. As for the SMILES: C[NH+](C)C(S)S. As for the HOMO energy: -13.65 eV. The HOMO-LUMO gap is 10.396 eV.

***

[12]
The following is a quantum chemistry calculation of a cluster of 2 separate species, C3H10NSi in total, from the Open Molecules 2025 dataset.

Cartesian coordinates (Å):
C: -2.358 -0.818 0.557
C: -1.737 -0.373 -0.435
C: 0.677 0.587 -0.540
N: 0.705 1.520 0.628
Si: 1.502 -1.149 -0.304
H: -3.305 -1.325 0.414
H: -1.753 -1.088 1.440
H: -1.882 -0.073 -1.480
H: 0.329 1.076 -1.492
H: 1.162 1.020 1.382
H: -0.295 1.548 0.873
H: 1.325 2.391 0.660
H: 0.951 -2.018 -1.221
H: 2.906 -1.366 -0.176
H: 1.017 -1.645 1.035

For the molecular weight, the calculation gives 88.2 g mol⁻¹. The energy is -12628.2176 eV. Its charge is +1. The calculation puts the energy above the lowest of the compared OMol25 structures with the same formula, charge and spin at 4.628 eV. As for the HOMO energy (alpha / beta): -13.04 / -13.57 eV. The HOMO-LUMO gap (alpha / beta) is 8.019 / 9.097 eV.

***

[13]
The following is a quantum chemistry calculation of a cluster of 2 separate species, C3H10O in total, from the Open Molecules 2025 dataset.

Cartesian coordinates (Å):
C: 2.215 -0.053 -1.294
C: 0.760 0.105 -0.813
H: 2.248 0.007 -2.379
H: 2.912 0.641 -0.827
H: 2.599 -1.045 -1.067
H: 0.708 0.691 0.098
H: 0.372 -0.885 -0.599
H: 0.166 0.679 -1.529
C: -1.970 -0.356 1.275
O: -2.549 0.755 1.940
H: -2.255 -0.397 0.229
H: -0.884 -0.438 1.396
H: -2.307 -1.231 1.838
H: -2.014 1.526 1.733

For the molecular weight, the calculation gives 62.1 g mol⁻¹. The energy is -5319.8601 eV. Its charge is 0. The calculation puts the energy above the lowest of the compared OMol25 structures with the same formula, charge and spin at 0.753 eV. As for the SMILES: CC.CO. As for the HOMO energy: -10.50 eV. The HOMO-LUMO gap is 11.419 eV.

***

[14]
The following is a quantum chemistry calculation of a cluster of 2 separate species, C3H10O in total, from the Open Molecules 2025 dataset.

Cartesian coordinates (Å):
C: 0.385 -1.554 0.897
C: 1.435 -0.569 1.406
H: 0.772 -2.562 0.935
H: -0.531 -1.539 1.481
H: 0.051 -1.356 -0.127
H: 2.012 -1.039 2.201
H: 2.154 -0.366 0.606
H: 0.988 0.382 1.703
C: -0.870 1.533 -1.511
O: -2.275 1.713 -1.513
H: -0.402 2.484 -1.726
H: -0.495 0.902 -2.333
H: -0.537 1.131 -0.561
H: -2.686 0.842 -1.459

For the molecular weight, the calculation gives 62.1 g mol⁻¹. The energy is -5319.9967 eV. Its charge is 0. The calculation puts the energy above the lowest of the compared OMol25 structures with the same formula, charge and spin at 0.616 eV. As for the SMILES: CC.CO. As for the HOMO energy: -10.48 eV. The HOMO-LUMO gap is 11.388 eV.

***

[15]
The following is a quantum chemistry calculation of a cluster of 2 separate species, C3H10O2 in total, from the Open Molecules 2025 dataset.

Cartesian coordinates (Å):
C: -1.084 -0.228 -1.225
C: 0.399 0.057 -1.384
C: 1.351 -1.221 -1.949
O: 0.846 0.549 -0.047
H: -1.635 0.598 -0.541
H: -1.129 -1.176 -0.570
H: -1.662 -0.379 -2.087
H: 0.614 0.799 -2.261
H: 1.678 -1.269 -2.992
H: 0.800 -2.237 -1.755
H: 2.221 -1.051 -1.291
H: 0.562 1.439 0.228
O: -0.712 1.514 5.150
H: -0.676 0.839 5.759
H: -1.574 1.767 4.967

For the molecular weight, the calculation gives 78.1 g mol⁻¹. The energy is -7366.4260 eV. Its charge is 0. The calculation puts the energy above the lowest of the compared OMol25 structures with the same formula, charge and spin at 1.650 eV. As for the SMILES: CC(C)O.O. As for the HOMO energy: -10.18 eV. The HOMO-LUMO gap is 11.116 eV.

***

[16]
The following is a quantum chemistry calculation of a cluster of 2 separate species, C3H10O2 in total, from the Open Molecules 2025 dataset.

Cartesian coordinates (Å):
C: 1.227 -1.265 0.284
C: 1.016 -1.180 -1.230
O: 0.742 0.112 -1.714
H: 0.328 -1.119 0.878
H: 2.041 -0.619 0.639
H: 1.698 -2.239 0.465
H: 1.938 -1.520 -1.682
H: 0.207 -1.878 -1.469
H: -0.053 0.446 -1.278
C: -1.320 1.872 0.925
O: -1.654 0.593 0.346
H: -1.479 1.845 1.990
H: -1.916 2.688 0.519
H: -0.284 2.001 0.635
H: -2.493 0.263 0.690

For the molecular weight, the calculation gives 78.1 g mol⁻¹. The energy is -7367.3097 eV. Its charge is 0. The calculation puts the energy above the lowest of the compared OMol25 structures with the same formula, charge and spin at 0.767 eV. As for the SMILES: CCO.CO. As for the HOMO energy: -9.86 eV. The HOMO-LUMO gap is 10.530 eV.